# 1
This record from OMol25 describes a structure of composition C18H19F4N5O2S in a non-equilibrium geometry. The level of theory is ωB97M-V/def2-TZVPD.

Computed properties:
DFT total energy (Eh): -1918.573463
LUMO (eV): 0.2
Multiplicity: 1
HOMO-LUMO gap (eV): 9.0
Largest force on an atom (eV Å⁻¹): 16.70

Each line ends with the natural charge from an NBO analysis.
Geometry (Å):
S (4.46235, 0.85698, -0.82487)  0.21
F (6.19741, -1.83191, -0.99328)  -0.29
F (6.18989, -2.11565, 1.01750)  -0.30
F (7.29888, -0.33903, 0.30658)  -0.36
F (1.08788, -4.63991, -0.75150)  -0.26
O (3.10305, 2.59478, -1.72922)  -0.54
O (0.05421, 2.92557, 1.22651)  -0.68
N (4.28180, -0.44741, 1.61959)  -0.21
N (-3.28440, -0.38369, 0.56011)  -0.47
N (-1.96728, 2.12172, 0.46064)  -0.40
N (2.50233, 2.27069, 0.25695)  -0.66
N (3.37669, 0.33463, 1.43650)  -0.35
C (-0.20157, 2.93861, -1.03759)  -0.53
C (-0.17871, -3.59419, 0.79571)  -0.35
C (2.42011, 2.81479, -0.92288)  0.73
C (-2.37538, 0.14806, 1.24766)  -0.13
C (0.04281, -4.15532, -0.55665)  0.48
C (1.14497, 3.89661, -0.98196)  -0.50
C (-2.31335, 1.52500, 1.58498)  -0.25
C (-1.88434, -2.97225, -1.27327)  -0.16
C (6.14513, -1.19513, 0.13902)  0.94
C (-1.35580, -3.09514, 0.86748)  -0.04
C (-2.74782, 0.24121, -0.80464)  -0.28
C (-0.78232, -3.83812, -1.61736)  -0.34
C (-2.27127, -2.72237, -0.10512)  -0.18
C (-0.76165, 2.58833, 0.36119)  0.69
C (-2.81322, 1.65191, -0.85331)  -0.20
C (3.32892, 1.18822, 0.47907)  0.27
C (-3.45465, -1.75935, 0.27858)  -0.22
C (4.93426, -0.46468, 0.64423)  0.11
H (-3.38082, 2.00700, 1.74955)  0.18
H (-1.29415, -0.39290, 1.43223)  0.22
H (-2.84557, -0.48901, 2.52365)  0.10
H (-1.63081, -2.86028, 2.33346)  0.15
H (-4.32506, -2.07722, -0.40847)  0.23
H (0.43258, -4.06708, 1.55812)  0.24
H (-3.93185, -2.30361, 1.32237)  0.23
H (-0.42365, -4.04007, -2.45179)  0.20
H (-1.55792, -0.26601, -1.11216)  0.22
H (1.64694, 2.19426, 0.88270)  0.46
H (-0.14090, 2.33447, -1.86516)  0.23
H (-3.51063, -0.13169, -1.73839)  0.23
H (-2.71771, -2.64519, -1.85492)  0.21
H (-0.83920, 3.65147, -1.46117)  0.22
H (-1.72798, 1.65898, 2.39159)  0.26
H (1.26388, 4.38230, -2.05133)  0.23
H (1.07084, 4.43526, -0.02321)  0.26
H (-2.55743, 2.19609, -1.54400)  0.20
H (-3.70950, 1.87029, -0.51372)  0.21

Cartesian forces, eV/Å:
0.82 -2.55 3.76
-0.18 1.04 -1.82
1.88 -3.44 3.08
-1.86 -1.64 -0.93
10.45 -5.80 -2.06
9.81 -2.35 -13.31
-1.46 -0.96 1.77
2.22 -5.30 4.87
-3.72 -0.11 -10.58
1.20 2.60 -6.25
-1.71 -3.86 6.52
-10.89 8.69 2.98
1.42 3.35 1.37
2.77 -4.54 -3.37
-11.93 6.79 8.91
5.54 -5.73 13.54
-8.96 6.99 2.51
0.50 -3.40 -1.64
-7.04 0.57 1.32
0.58 -2.75 -6.97
0.71 2.11 2.71
-3.91 2.90 8.60
-0.01 -6.22 -4.94
-3.19 2.83 8.62
-1.12 3.36 7.62
3.95 1.83 -3.10
2.35 -3.08 10.17
1.68 -0.33 -2.77
-2.25 -5.50 2.79
7.19 1.36 -12.93
1.47 -1.47 0.79
-1.99 1.31 -1.42
1.42 1.68 -2.15
0.28 -0.37 -4.50
1.30 1.62 0.54
-0.04 0.79 0.27
1.51 1.74 -2.34
2.41 -1.76 -7.88
-3.60 1.55 1.13
1.03 1.15 -0.84
0.37 -2.65 -1.35
2.06 0.69 2.46
0.34 0.04 -2.33
-1.73 1.35 -0.38
2.17 0.91 2.47
-0.34 -0.39 2.58
0.28 0.40 -1.01
2.97 5.00 -7.64
-4.72 1.56 1.17

***

# 2
This record from OMol25 describes the ion C12H10N3S with charge +1 in a non-equilibrium geometry. The level of theory is ωB97M-V/def2-TZVPD.

Computed properties:
DFT total energy (Eh): -1025.461887
Net charge: +1
LUMO (eV): -5.1
Multiplicity: 1
HOMO-LUMO gap (eV): 6.1
Largest force on an atom (eV Å⁻¹): 5.23

Each line ends with the natural charge from an NBO analysis.
Geometry (Å):
S (0.63446, 1.13346, -1.25297)  0.45
N (-2.99361, 3.91942, 0.96878)  -0.70
N (-0.87125, -1.01345, 0.28963)  -0.28
N (4.15848, -2.59673, -1.31406)  -0.72
C (-2.61898, 2.69907, 0.58661)  0.32
C (0.46162, -1.26446, -0.02984)  0.09
C (2.29927, -2.96282, 0.09772)  -0.26
C (3.04853, -2.12017, -0.81589)  0.26
C (-1.53471, 0.09094, 0.16745)  0.10
C (-2.85885, 0.19426, 0.71310)  -0.05
C (-0.83746, 1.39639, -0.31594)  -0.10
C (2.49961, -0.92472, -1.28709)  -0.33
C (1.26693, -0.50550, -0.89962)  -0.11
C (0.98468, -2.48951, 0.41005)  -0.13
C (-3.31979, 1.52792, 1.09987)  -0.29
C (-1.31123, 2.65219, -0.04596)  -0.32
H (2.61530, -3.93485, 0.49308)  0.24
H (-2.29455, 4.60619, 1.12138)  0.41
H (4.61619, -3.41800, -0.97194)  0.41
H (-0.80911, 3.68006, -0.20319)  0.25
H (0.44770, -3.19568, 1.03816)  0.24
H (-4.30423, 1.57954, 1.47184)  0.24
H (-3.77901, 3.98640, 1.53557)  0.40
H (3.09942, -0.35387, -2.01080)  0.23
H (-3.35735, -0.75064, 0.87917)  0.25
H (4.75793, -1.93542, -1.72508)  0.39

Cartesian forces, eV/Å:
0.28 0.17 0.00
0.09 -0.58 -0.70
1.35 -0.85 -0.10
1.79 -0.36 -0.52
1.89 -0.68 1.38
-1.89 -0.36 0.09
-2.72 2.44 -0.27
-2.56 -1.83 1.54
1.33 2.61 -0.80
0.03 3.91 0.82
0.35 -2.34 0.18
0.94 0.68 -0.89
-1.66 1.69 1.15
2.82 -2.33 0.23
1.73 -3.52 -3.46
-0.93 0.38 0.14
0.15 0.58 -0.37
0.40 0.70 -0.27
-0.13 -0.22 0.28
-0.59 -2.16 -0.15
-0.53 0.59 -0.08
-0.88 0.46 0.67
-1.56 0.33 1.10
-0.36 -0.10 0.40
-0.28 0.23 0.46
0.93 0.56 -0.84

***

# 3
This record from OMol25 describes a cluster of 2 separate species, C18H22N2O5 in total in a non-equilibrium geometry. The level of theory is ωB97M-V/def2-TZVPD.

Computed properties:
DFT total energy (Eh): -1184.844638
LUMO (eV): 0.5
Multiplicity: 1
HOMO-LUMO gap (eV): 9.0
ΔE to the lowest compared entry with this formula, charge and spin (kcal per mole): 19.1
SMILES: CNC(=O)[C@H](Cc1ccccc1)NC(C)=O.Oc1cccc(O)c1O
Largest force on an atom (eV Å⁻¹): 2.02

Each line ends with the natural charge from an NBO analysis.
Geometry (Å):
O (-1.26476, 0.54397, 7.07522)  -0.70
O (-0.61591, -2.11260, 7.36953)  -0.69
O (-0.70961, -0.97758, -2.62904)  -0.63
O (4.15565, -0.10717, -5.17644)  -0.62
O (-2.24298, 1.47877, 4.67477)  -0.67
N (2.81267, -0.37167, -3.45193)  -0.62
N (0.28742, -0.93754, -4.63594)  -0.61
C (-1.09678, -1.66253, 6.16814)  0.23
C (3.19925, 0.29963, -4.53989)  0.66
C (-1.25680, -2.54631, 5.09622)  -0.30
C (0.84204, 0.72258, 0.47790)  -0.16
C (-0.04950, 0.90078, 1.54987)  -0.22
C (-2.10933, -0.73495, 3.73477)  -0.29
C (1.59093, -0.28016, -2.62380)  -0.12
C (-1.93092, 0.15461, 4.79663)  0.25
C (-0.72173, 1.86036, -1.00478)  -0.19
C (-1.61185, 2.03739, 0.06699)  -0.20
C (2.48832, 1.55482, -5.00955)  -0.72
C (0.51270, 1.21379, -0.79991)  -0.04
C (-1.76039, -2.08151, 3.87592)  -0.20
C (0.28186, -0.73860, -3.30909)  0.65
C (-1.42891, -0.31043, 6.01535)  0.21
C (-0.86434, -1.37200, -5.42785)  -0.42
C (1.50685, 1.09782, -1.93821)  -0.42
C (-1.26723, 1.57340, 1.34545)  -0.23
H (-0.43693, -3.06587, 7.31071)  0.50
H (0.20363, 0.53412, 2.53487)  0.22
H (-1.94326, 1.73858, 2.17083)  0.23
H (-0.72033, -2.40245, -5.75553)  0.20
H (1.72900, -0.99895, -1.81547)  0.24
H (2.75798, 2.37857, -4.35137)  0.24
H (-1.78070, -1.31923, -4.83497)  0.24
H (-1.88971, -2.76279, 3.03888)  0.22
H (3.43221, -1.13565, -3.22893)  0.41
H (-0.92126, 0.01048, 7.81654)  0.50
H (-0.98869, 2.22524, -1.98563)  0.21
H (2.82805, 1.78911, -6.01788)  0.25
H (1.15660, -0.78228, -5.12266)  0.40
H (1.41036, 1.42527, -5.01616)  0.22
H (-0.97862, -0.73017, -6.30254)  0.20
H (-2.04987, 1.90007, 5.53224)  0.50
H (1.78686, 0.22593, 0.64321)  0.20
H (-1.00181, -3.59590, 5.19879)  0.21
H (1.24749, 1.85234, -2.67714)  0.21
H (-2.52202, -0.38077, 2.79600)  0.24
H (2.49234, 1.35410, -1.54531)  0.23
H (-2.55798, 2.53539, -0.08883)  0.21

Cartesian forces, eV/Å:
0.07 -0.07 0.14
0.05 0.19 0.26
0.53 0.39 -0.04
0.44 -0.07 -0.16
0.09 -0.05 0.33
-1.20 -0.68 1.48
0.35 0.27 -0.80
-0.26 -0.62 -1.23
0.58 0.66 -1.40
-0.23 0.47 -0.44
-1.08 0.58 -0.06
-0.16 0.36 -0.84
0.02 -0.19 0.05
0.55 0.24 -0.11
0.11 -0.34 0.27
0.24 -0.37 1.06
0.89 -0.43 0.08
-0.04 -0.17 0.16
-0.38 0.04 0.24
0.03 0.46 0.57
-0.79 -0.48 0.76
0.32 -1.01 0.35
0.13 0.00 0.31
-0.65 0.20 0.11
0.47 -0.13 -0.65
-0.12 0.53 -0.01
0.01 -0.02 0.03
0.02 0.01 0.08
-0.07 0.02 -0.03
0.00 -0.13 -0.10
-0.11 0.08 0.04
0.33 0.04 0.06
0.02 0.13 0.18
-0.03 -0.06 -0.17
-0.17 0.39 -0.31
0.04 0.01 -0.12
0.04 -0.14 0.15
-0.18 -0.16 -0.03
-0.17 0.19 0.11
0.06 -0.03 0.04
-0.11 -0.09 -0.40
0.14 -0.05 -0.01
0.04 0.05 0.13
0.05 0.09 -0.09
0.09 0.03 0.19
0.10 -0.18 -0.17
-0.04 0.05 -0.02

***

# 4
This record from OMol25 describes the ion C5H13N2 with charge +1 in a non-equilibrium geometry. The level of theory is ωB97M-V/def2-TZVPD.

Computed properties:
DFT total energy (Eh): -307.535446
Net charge: +1
LUMO (eV): -3.2
Multiplicity: 1
HOMO-LUMO gap (eV): 10.1
ΔE to the lowest compared entry with this formula, charge and spin (kcal per mole): 54.1
SMILES: C=C(CC[NH3+])NC
Largest force on an atom (eV Å⁻¹): 2.41

Each line ends with the natural charge from an NBO analysis.
Geometry (Å):
N (2.05358, 0.50988, 0.87249)  -0.70
N (-0.16099, 0.66958, -1.02944)  -0.72
C (-1.77522, -1.15903, -0.75297)  -0.37
C (-0.63502, -0.54147, -0.41634)  0.14
C (-1.26856, 1.74728, -1.08924)  -0.41
C (1.42427, -0.87883, 1.19983)  -0.20
C (-0.07362, -0.83257, 1.00377)  -0.50
H (-1.94399, 1.40492, -1.87134)  0.21
H (1.67215, 0.68465, -0.08235)  0.47
H (1.93637, -1.58041, 0.54121)  0.23
H (-2.12473, -1.96208, -0.11744)  0.21
H (1.70788, -1.01386, 2.24152)  0.23
H (-2.34104, -0.89067, -1.63023)  0.22
H (-0.84091, 2.73688, -1.10810)  0.22
H (3.06431, 0.43090, 0.82068)  0.44
H (0.00694, 0.54971, -2.02695)  0.39
H (-1.84786, 1.63920, -0.17205)  0.20
H (-0.57158, -1.77103, 1.26746)  0.26
H (1.68806, 1.21208, 1.49896)  0.44
H (-0.61518, -0.13114, 1.65080)  0.23

Cartesian forces, eV/Å:
-0.98 -1.75 -1.34
-0.08 1.16 -0.65
1.14 0.05 0.08
-1.00 -0.03 1.03
0.34 -1.99 1.20
0.37 1.07 0.42
-1.33 -0.09 -1.14
0.02 0.92 -0.30
-0.21 0.65 0.16
-0.14 -0.05 0.14
-0.16 -0.10 -0.28
-0.12 -0.54 -0.06
-0.11 -0.03 -0.09
-0.03 0.18 -0.63
0.12 0.37 0.40
0.37 -0.53 0.26
0.09 0.20 0.11
0.75 -0.17 0.23
0.27 0.39 0.22
0.69 0.30 0.22

***

# 5
This record from OMol25 describes a cluster of 3 separate species, C3H9O4S in total in a non-equilibrium geometry. The level of theory is ωB97M-V/def2-TZVPD.

Computed properties:
DFT total energy (Eh): -818.942382
Net charge: -1
LUMO (eV): 3.0
Multiplicity: 1
HOMO-LUMO gap (eV): 8.4
ΔE to the lowest compared entry with this formula, charge and spin (kcal per mole): 3.4
Largest force on an atom (eV Å⁻¹): 1.90

Each line ends with the natural charge from an NBO analysis.
Geometry (Å):
S (-2.49052, 2.61095, 0.65484)  -0.12
O (0.60511, -1.87984, -3.32036)  -1.00
O (2.00813, -2.72910, 1.95782)  -0.99
O (1.22061, -0.80647, 0.16603)  -0.80
O (0.32019, 0.27617, -1.56546)  -0.79
C (-1.52197, 1.03486, 0.73955)  -0.47
C (-0.02350, 1.30182, 0.49585)  -0.52
C (0.55431, 0.12712, -0.34916)  0.79
H (0.19145, 2.30276, 0.12312)  0.21
H (0.51214, -0.95132, -2.98756)  0.51
H (-1.70356, 0.69571, 1.76915)  0.21
H (1.30028, -2.45412, 2.53014)  0.45
H (0.42793, 1.30592, 1.48958)  0.20
H (-1.87294, 3.06921, -0.45119)  0.12
H (-1.96294, 0.44354, -0.04941)  0.23
H (0.54928, -2.31316, -2.46534)  0.47
H (1.88599, -2.03404, 1.26239)  0.52

Cartesian forces, eV/Å:
0.12 0.08 0.03
-0.21 0.70 0.12
0.18 0.48 -0.62
-0.64 0.57 0.31
-0.40 -0.03 -0.48
-0.03 1.55 -0.18
0.11 -1.10 1.55
0.88 0.51 -0.50
-0.18 -0.32 -0.67
0.16 -0.46 -0.12
-0.06 -0.36 -0.61
-0.42 -0.09 0.62
0.25 -0.13 0.06
-0.18 -0.08 0.14
0.09 -0.61 0.19
0.12 -0.31 0.13
0.20 -0.42 0.02

***

# 6
This record from OMol25 describes a cluster of 2 separate species, C5H14 in total in a non-equilibrium geometry. The level of theory is ωB97M-V/def2-TZVPD.

Computed properties:
DFT total energy (Eh): -198.879027
LUMO (eV): 1.1
Multiplicity: 1
HOMO-LUMO gap (eV): 12.7
ΔE to the lowest compared entry with this formula, charge and spin (kcal per mole): 6.4
SMILES: CCC.CC
Largest force on an atom (eV Å⁻¹): 1.20

Each line ends with the natural charge from an NBO analysis.
Geometry (Å):
C (-0.91142, 1.26333, -1.66409)  -0.40
C (-0.84041, 2.78764, -1.61336)  -0.60
C (0.83611, -2.91914, 1.48611)  -0.61
C (1.47185, -1.59125, 1.89075)  -0.61
C (-0.61911, 0.60115, -0.32471)  -0.61
H (1.37038, -1.30743, 2.94141)  0.20
H (0.72975, -2.93160, 0.39933)  0.20
H (1.04374, -0.70802, 1.40787)  0.20
H (-1.90794, 1.00275, -2.01311)  0.20
H (2.51756, -1.65641, 1.60552)  0.20
H (1.45408, -3.74659, 1.83052)  0.20
H (-1.64297, 3.30563, -1.07879)  0.20
H (0.08473, 3.09589, -1.12620)  0.20
H (-0.16905, 0.98200, -2.40480)  0.20
H (-1.48308, 0.53210, 0.33484)  0.21
H (-0.77593, 3.21599, -2.61099)  0.20
H (-0.15048, -3.08432, 1.92314)  0.20
H (0.21143, 1.06184, 0.22841)  0.20
H (-0.20076, -0.38593, -0.53392)  0.21

Cartesian forces, eV/Å:
-0.16 1.12 0.37
0.36 0.51 0.16
-0.37 0.37 0.25
-0.17 0.43 0.07
0.80 -0.45 -0.19
0.28 -0.60 0.14
0.07 -0.32 0.08
-0.03 -0.38 -0.39
0.04 -0.39 -0.19
0.24 0.36 0.21
0.07 -0.08 -0.22
-0.10 -0.35 -0.03
0.13 -0.01 0.13
-0.03 -0.43 -0.10
0.02 -0.05 -0.04
-0.24 0.00 -0.18
-0.05 0.17 -0.07
-0.34 0.41 -0.18
-0.51 -0.32 0.21

***

# 7
This record from OMol25 describes the molecule C3H7NO2. The level of theory is ωB97M-V/def2-TZVPD.

Computed properties:
DFT total energy (Eh): -323.720405
LUMO (eV): 0.8
Multiplicity: 1
HOMO-LUMO gap (eV): 11.0
ΔE to the lowest compared entry with this formula, charge and spin (kcal per mole): 38.0
SMILES: [H]/N=C(\CO)OC
Largest force on an atom (eV Å⁻¹): 0.80

Each line ends with the natural charge from an NBO analysis.
Geometry (Å):
O (-2.47854, -0.14612, -0.51405)  -0.71
O (0.85206, 0.16053, 0.90465)  -0.50
N (0.18836, -0.12289, -1.25434)  -0.73
C (-0.10932, -0.06437, -0.02064)  0.53
C (2.16773, 0.18981, 0.36110)  -0.26
C (-1.53932, -0.24905, 0.54188)  -0.14
H (2.46101, -0.81742, 0.03601)  0.19
H (2.83224, 0.57475, 1.13963)  0.19
H (-2.47524, 0.77188, -0.81563)  0.47
H (-1.67276, -1.26028, 0.94946)  0.21
H (2.18991, 0.82139, -0.53358)  0.21
H (-0.65362, -0.30319, -1.79423)  0.36
H (-1.76910, 0.45420, 1.35985)  0.19

Cartesian forces, eV/Å:
0.02 0.25 0.14
-0.78 -0.17 -0.01
-0.34 -0.02 0.48
0.01 -0.09 -0.28
0.41 0.05 -0.33
0.31 0.00 -0.04
-0.01 0.21 0.20
-0.22 -0.17 -0.12
-0.10 -0.16 0.01
0.30 0.23 -0.09
0.09 0.00 0.31
-0.02 -0.05 0.01
0.33 -0.09 -0.28

***

Question: Which formula does entry 3 have?
Answer: C18H22N2O5